Record 1
Here is C26H20Cl2I2N5O2S2V as an isolated structure from the Open Molecules 2025 dataset. Energies are from ωB97M-V/def2-TZVPD.

Last column: Löwdin spin population.
Cartesian coordinates (Å):
V: 1.971 0.525 -0.835  0.98
S: 2.109 -1.164 0.859  0.01
C: 2.567 -0.140 2.210  0.01
C: 2.242 -0.541 3.508  0.00
C: 2.550 0.221 4.624  0.00
C: 2.134 -0.227 5.930  0.00
N: 1.795 -0.574 6.973  0.00
C: 3.236 1.432 4.451  0.00
C: 3.576 1.841 3.173  0.00
C: 3.249 1.101 2.031  0.00
S: 3.703 1.674 0.448  0.00
C: 3.564 2.274 5.577  0.00
N: 3.820 2.956 6.467  0.00
H: 1.715 -1.478 3.642  0.00
H: 4.100 2.780 3.045  0.00
I: 2.040 -3.772 -3.084  0.00
C: 3.594 -2.795 -2.026  0.00
I: 3.946 -0.787 -2.510  0.00
H: 4.513 -3.336 -2.208  0.00
H: 3.327 -2.773 -0.972  0.00
C: -1.386 2.164 2.943  0.00
N: -0.253 2.701 2.203  0.01
C: 0.573 3.697 2.881  0.00
C: 0.258 2.036 1.192  0.00
N: 0.718 1.466 0.293  0.00
H: -2.113 2.956 3.133  0.00
H: -1.056 1.743 3.897  0.00
H: -1.857 1.381 2.354  0.00
H: -0.043 4.551 3.165  0.00
H: 1.357 4.024 2.201  0.00
H: 1.034 3.266 3.774  0.00
Cl: -1.701 -4.504 -3.626  0.00
C: -1.893 -3.819 -2.028  0.00
C: -1.950 -4.689 -0.959  0.00
C: -2.112 -4.182 0.322  0.00
C: -2.188 -2.812 0.500  0.00
C: -2.097 -1.951 -0.583  0.00
Cl: -2.067 -0.251 -0.245  0.00
C: -1.964 -2.426 -1.891  0.00
N: -1.835 -1.620 -3.007  0.00
C: -2.446 -0.382 -3.227  0.00
C: -3.784 -0.199 -2.893  0.00
C: -4.398 1.022 -3.102  0.00
C: -3.689 2.071 -3.673  0.00
C: -2.362 1.876 -4.025  0.00
C: -1.720 0.663 -3.812  0.00
C: -0.261 0.505 -4.162  0.00
C: 0.617 0.525 -2.938  0.01
O: 1.293 1.560 -2.642  0.01
O: 0.661 -0.490 -2.196  0.00
H: -1.867 -5.751 -1.139  0.00
H: -2.154 -4.846 1.173  0.00
H: -2.270 -2.383 1.488  0.00
H: -1.037 -1.838 -3.580  0.00
H: -4.331 -1.023 -2.451  0.00
H: -5.437 1.152 -2.825  0.00
H: -4.162 3.029 -3.841  0.00
H: -1.793 2.689 -4.462  0.00
H: 0.040 1.310 -4.831  0.00
H: -0.075 -0.438 -4.683  0.00

## Properties
2S+1: 2
Frontier orbital gap (alpha / beta) in eV: 5.8 / 5.1
Max |F| in eV/Å: 1.293
Electronic energy in eV: -127440.240
Charge: -1
E_HOMO (alpha / beta) in eV: -3.7 / -3.1

***

Record 2
Here is an isolated ion of composition C5H17N4 and charge +1 from the Open Molecules 2025 dataset. Energies are from ωB97M-V/def2-TZVPD.

Last column: Löwdin charge in e.
Cartesian coordinates (Å):
C: -0.738 -0.185 -2.706  -0.07
C: -0.363 -1.319 -1.755  -0.19
C: 0.562 -0.881 -0.613  -0.38
N: 0.625 -1.789 0.449  0.05
N: 0.408 0.551 -0.056  -0.11
N: 1.391 1.023 0.584  -0.18
C: 1.616 2.447 0.543  -0.06
N: -0.926 0.453 0.844  0.07
C: -0.747 -0.190 2.130  -0.02
H: -0.516 0.707 -2.278  0.02
H: -1.779 -0.381 -2.956  0.09
H: -0.211 -0.284 -3.630  0.08
H: -1.146 -1.833 -1.229  0.09
H: 0.323 -2.033 -2.332  0.15
H: 1.629 -0.757 -1.139  0.20
H: 1.507 -2.338 0.496  0.13
H: -0.090 -2.409 0.715  0.07
H: 1.947 0.594 1.478  0.21
H: 1.159 2.681 -0.436  0.10
H: 1.088 2.997 1.253  0.05
H: 2.729 2.586 0.622  0.12
H: -1.111 1.446 0.926  0.16
H: -1.624 0.115 0.126  0.19
H: -0.783 -1.193 1.977  0.04
H: 0.268 0.108 2.420  0.09
H: -1.395 0.169 2.892  0.10

## Properties
2S+1: 1
SMILES: CC[C@H](N)N(NC)[NH2+]C
Frontier orbital gap in eV: 10.5
Max |F| in eV/Å: 5.953
Electronic energy in eV: -11410.938
Charge: +1
E_HOMO in eV: -13.4

***

Record 3
Here is C38H34HfN8SSi as an isolated structure from the Open Molecules 2025 dataset. Energies are from ωB97M-V/def2-TZVPD.

Last column: Löwdin charge in e.
Cartesian coordinates (Å):
Hf: -0.117 0.453 -0.054  1.61
C: 1.151 -0.836 1.687  -0.15
C: 1.642 0.487 1.691  -0.20
C: 0.590 1.342 2.129  -0.17
C: -0.540 0.543 2.389  -0.18
C: -0.200 -0.799 2.096  -0.18
H: 1.715 -1.709 1.391  0.12
H: 2.643 0.801 1.440  0.10
H: 0.659 2.411 2.273  0.13
H: -1.485 0.906 2.756  0.12
H: -0.830 -1.655 2.260  0.10
N: -2.759 2.913 -2.442  0.22
C: -1.622 3.501 -2.992  -0.16
C: -1.483 4.445 -4.000  0.01
C: -0.193 4.835 -4.292  -0.04
C: 0.902 4.305 -3.594  -0.03
C: 0.749 3.367 -2.594  -0.02
C: -0.546 2.952 -2.298  -0.19
N: -1.047 2.035 -1.342  0.02
C: -2.376 2.075 -1.484  -0.25
C: -3.238 1.269 -0.640  -0.30
C: -4.590 1.183 -0.560  -0.29
S: -5.021 0.105 0.682  1.15
C: -3.389 -0.145 1.040  -0.44
N: -2.551 0.501 0.268  -0.06
H: -3.713 3.102 -2.708  0.19
H: -2.336 4.858 -4.522  0.12
H: -0.022 5.569 -5.067  0.12
H: 1.898 4.647 -3.843  0.12
H: 1.612 2.997 -2.061  0.06
H: -5.343 1.679 -1.152  0.10
H: -3.081 -0.802 1.840  0.09
C: 3.766 -3.978 -1.040  -0.07
C: 4.206 -2.987 -0.171  -0.07
C: 3.765 -1.681 -0.328  -0.13
C: 2.878 -1.334 -1.353  -0.36
C: 2.459 -2.343 -2.224  -0.12
C: 2.895 -3.653 -2.071  -0.08
Si: 2.219 0.418 -1.520  0.62
C: 3.570 1.646 -1.071  -0.37
C: 4.842 1.484 -1.630  -0.09
C: 5.875 2.359 -1.329  -0.06
C: 5.660 3.417 -0.455  -0.06
C: 4.409 3.596 0.116  -0.07
C: 3.381 2.715 -0.191  -0.16
H: 4.118 -4.995 -0.926  0.11
H: 4.906 -3.231 0.619  0.11
H: 4.147 -0.915 0.341  0.11
H: 1.801 -2.102 -3.054  0.09
H: 2.575 -4.416 -2.770  0.11
H: 1.872 0.570 -2.968  -0.01
H: 5.032 0.659 -2.309  0.11
H: 6.851 2.214 -1.775  0.11
H: 6.468 4.096 -0.217  0.11
H: 4.236 4.418 0.800  0.11
H: 2.408 2.882 0.268  0.08
C: -2.011 -3.179 0.022  0.02
C: -1.637 -2.372 -1.167  -0.30
N: -0.848 -1.293 -1.234  -0.02
C: -0.770 -0.958 -2.594  -0.15
C: -1.522 -1.810 -3.311  0.00
N: -2.056 -2.700 -2.403  0.02
C: -3.120 -3.657 -2.700  -0.04
N: -4.369 -2.974 -2.826  -0.05
N: -4.897 -2.395 -1.719  0.06
N: -5.855 -1.625 -2.062  0.08
C: -5.993 -1.677 -3.436  -0.22
C: -6.910 -1.040 -4.282  0.00
C: -6.781 -1.279 -5.628  -0.06
C: -5.777 -2.134 -6.134  -0.05
C: -4.878 -2.777 -5.315  -0.01
C: -5.013 -2.524 -3.946  -0.17
H: -1.544 -2.777 0.909  0.05
H: -1.653 -4.203 -0.096  0.11
H: -3.095 -3.200 0.153  0.09
H: -0.157 -0.144 -2.947  0.06
H: -1.714 -1.879 -4.368  0.14
H: -3.172 -4.377 -1.891  0.14
H: -2.900 -4.184 -3.625  0.15
H: -7.690 -0.406 -3.883  0.12
H: -7.469 -0.818 -6.325  0.11
H: -5.724 -2.299 -7.202  0.12
H: -4.135 -3.452 -5.720  0.11

## Properties
2S+1: 1
Frontier orbital gap in eV: 6.8
Max |F| in eV/Å: 0.844
Electronic energy in eV: -71887.756
Charge: +2
E_HOMO in eV: -12.8

***

What is the formula in the second record?
C5H17N4

***

The highest 2S+1 belongs to which entry?
C26H20Cl2I2N5O2S2V

***

Among the records above, which one has the lowest max |F|?
C38H34HfN8SSi